Record 1
Below is C26H27ClMnNOS3Se as an isolated structure, with properties calculated with ωB97M-V with the def2-TZVPD basis set.

The geometry in XYZ format:
```
61
Properties=species:S:1:pos:R:3:lowdin_charge:R:1
Mn 1.17 -0.74 0.54 0.670
C -0.75 1.05 -2.79 -0.036
C -0.51 -0.33 -2.23 -0.185
C 0.74 -0.95 -2.37 -0.203
C 1.83 -0.33 -3.21 -0.029
C 0.97 -2.22 -1.80 -0.233
C 2.24 -2.97 -2.10 -0.060
C -0.01 -2.80 -0.98 -0.224
C 0.21 -4.16 -0.36 -0.039
C -1.24 -2.15 -0.80 -0.199
C -2.24 -2.72 0.17 -0.038
C -1.52 -0.97 -1.50 -0.192
C -2.89 -0.35 -1.40 -0.028
H -1.02 1.01 -3.85 0.100
H 0.13 1.68 -2.69 0.061
H -1.55 1.55 -2.26 0.064
H 2.75 -0.19 -2.64 0.078
H 1.55 0.63 -3.62 0.066
H 2.09 -0.98 -4.05 0.095
H 2.07 -3.68 -2.91 0.104
H 2.60 -3.53 -1.23 0.076
H 3.05 -2.31 -2.41 0.051
H 0.64 -4.08 0.64 0.059
H 0.87 -4.77 -0.97 0.076
H -0.73 -4.70 -0.27 0.078
H -2.85 -3.51 -0.28 0.096
H -2.92 -1.95 0.54 0.072
H -1.74 -3.15 1.03 0.075
H -2.95 0.34 -0.56 0.085
H -3.66 -1.11 -1.28 0.079
H -3.14 0.21 -2.31 0.081
O -0.28 0.36 0.69 -0.260
C -0.20 1.54 1.48 -0.547
C -0.90 2.66 0.74 -0.450
C -2.24 2.90 0.73 -0.125
C -2.61 3.96 -0.14 -0.169
C -1.53 4.52 -0.76 -0.402
S -0.07 3.76 -0.29 1.079
C 1.29 1.85 1.64 -0.523
C 2.18 1.78 0.59 -0.214
C 3.52 2.08 0.98 -0.157
C 3.60 2.37 2.30 -0.374
S 2.08 2.27 3.09 1.075
C -0.91 1.28 2.79 -0.500
C -1.55 0.13 3.14 -0.137
C -2.18 0.22 4.42 -0.165
C -2.02 1.44 5.00 -0.403
S -1.11 2.49 4.00 1.033
H -2.95 2.33 1.32 0.122
H -3.62 4.31 -0.29 0.103
H -1.50 5.35 -1.44 0.066
H 1.87 1.65 -0.44 0.106
H 4.36 2.05 0.31 0.112
H 4.48 2.61 2.87 0.073
H -1.55 -0.74 2.52 0.074
H -2.72 -0.59 4.88 0.103
H -2.38 1.78 5.95 0.064
Cl 1.03 -1.87 2.38 0.216
Se 5.75 -1.67 -0.46 0.596
C 4.05 -1.41 -0.14 -0.927
N 2.91 -1.24 0.07 -0.069
```

Values from the calculation:
spin multiplicity = 5
LUMO (spin up / spin down) = -2.08 / -0.31 eV
ΔE to the lowest compared entry with this formula, charge and spin = 4.2 kJ/mol
gap between HOMO and LUMO (spin up / spin down) = 0.2259 / 0.2917 Eh
total charge = 0

Record 2
Below is a 20-piece molecular cluster, C26H28Cl57FOSi overall, with properties calculated with ωB97M-V with the def2-TZVPD basis set.

The geometry in XYZ format:
```
114
Properties=species:S:1:pos:R:3:lowdin_charge:R:1
F 0.21 -3.33 1.59 -0.247
Si 0.70 -2.35 0.38 0.594
C 0.43 -0.50 0.86 -0.289
O -0.72 -0.32 1.72 -0.128
C -1.90 -0.81 1.15 -0.326
C -2.40 -0.36 -0.08 -0.124
C -3.57 -0.92 -0.59 -0.091
C -4.22 -1.91 0.14 -0.167
C -3.73 -2.31 1.38 -0.141
C -2.56 -1.77 1.92 -0.069
H 2.11 -2.53 0.02 -0.049
H -0.20 -2.63 -0.75 -0.034
H 0.37 0.13 -0.03 0.023
H 1.32 -0.20 1.46 0.065
H -1.81 0.40 -0.58 0.054
H -3.91 -0.56 -1.56 0.108
H -5.14 -2.35 -0.32 0.010
H -4.25 -3.08 1.96 0.030
H -2.18 -2.08 2.88 0.071
C 0.76 -0.33 -3.52 -1.495
Cl -0.66 -0.43 -2.48 0.618
Cl 2.19 -0.77 -2.59 0.529
Cl 0.58 -1.38 -4.93 0.538
H 0.88 0.69 -3.87 0.018
C 4.40 2.08 -0.39 -1.592
Cl 2.64 2.14 -0.52 0.518
Cl 4.96 0.40 -0.47 0.484
Cl 5.16 3.05 -1.65 0.521
H 4.68 2.49 0.56 -0.109
C 7.69 6.04 -2.84 -1.537
Cl 7.04 6.03 -1.19 0.516
Cl 6.64 5.13 -3.93 0.503
Cl 7.89 7.70 -3.41 0.506
H 8.66 5.56 -2.82 -0.005
C -7.84 -4.45 0.41 -1.477
Cl -8.06 -5.82 1.51 0.533
Cl -6.33 -3.60 0.77 0.678
Cl -7.86 -4.98 -1.27 0.504
H -8.66 -3.76 0.57 0.020
C 2.60 4.88 2.75 -1.518
Cl 3.72 4.95 1.39 0.543
Cl 1.15 3.98 2.32 0.523
Cl 3.38 4.16 4.17 0.464
H 2.31 5.89 3.01 0.003
C -2.69 -5.13 4.77 -1.517
Cl -4.31 -4.43 4.69 0.521
Cl -2.78 -6.89 4.79 0.526
Cl -1.72 -4.57 3.41 0.603
H -2.22 -4.80 5.68 0.016
C 7.30 4.50 4.14 -1.528
Cl 6.89 2.78 4.11 0.507
Cl 7.03 5.24 2.56 0.505
Cl 6.36 5.34 5.39 0.513
H 8.35 4.60 4.39 0.013
C 10.49 7.73 -6.16 -1.558
Cl 10.50 6.46 -4.93 0.519
Cl 11.98 8.68 -6.08 0.535
Cl 10.29 7.02 -7.77 0.521
H 9.65 8.39 -5.97 -0.014
C 3.79 0.09 3.62 -1.482
Cl 4.11 -1.50 2.94 0.506
Cl 4.59 0.28 5.18 0.543
Cl 4.31 1.34 2.48 0.536
H 2.72 0.19 3.77 0.022
C -0.66 5.60 5.92 -1.515
Cl 1.01 5.25 5.49 0.522
Cl -1.57 6.10 4.49 0.511
Cl -1.41 4.19 6.68 0.528
H -0.68 6.41 6.64 0.014
C 5.92 7.27 -8.35 -1.541
Cl 6.25 5.64 -8.95 0.516
Cl 6.73 7.52 -6.81 0.506
Cl 6.42 8.48 -9.54 0.531
H 4.85 7.36 -8.20 0.014
C 3.11 2.93 -7.90 -1.558
Cl 4.11 3.58 -6.60 0.503
Cl 3.65 1.31 -8.35 0.527
Cl 1.41 2.92 -7.43 0.519
H 3.22 3.57 -8.77 0.006
C -7.66 -3.43 -4.97 -1.514
Cl -8.49 -4.86 -4.35 0.508
Cl -8.72 -2.02 -4.92 0.549
Cl -6.18 -3.12 -4.05 0.528
H -7.38 -3.61 -6.00 0.016
C -12.01 -3.69 -3.91 -1.575
Cl -12.64 -4.01 -5.53 0.522
Cl -13.05 -2.55 -3.05 0.524
Cl -11.84 -5.19 -3.00 0.511
H -11.03 -3.24 -4.02 -0.065
C -5.89 -0.91 5.96 -1.540
Cl -4.75 -0.80 4.62 0.515
Cl -7.32 -1.84 5.49 0.519
Cl -5.12 -1.63 7.38 0.516
H -6.21 0.09 6.22 0.013
C -8.80 -9.60 0.57 -1.564
Cl -10.53 -9.81 0.83 0.519
Cl -7.95 -11.13 0.80 0.523
Cl -8.48 -8.95 -1.04 0.511
H -8.43 -8.90 1.30 -0.016
C 5.71 -4.45 0.25 -1.515
Cl 4.33 -5.25 1.02 0.539
Cl 5.40 -2.72 0.07 0.483
Cl 7.19 -4.74 1.17 0.540
H 5.84 -4.88 -0.74 0.015
C 5.21 -5.86 4.62 -1.566
Cl 3.85 -6.72 5.35 0.527
Cl 4.89 -4.13 4.56 0.486
Cl 6.71 -6.19 5.49 0.523
H 5.33 -6.22 3.60 -0.031
C -5.08 3.04 2.68 -1.537
Cl -4.12 3.60 4.05 0.504
Cl -4.50 1.47 2.13 0.554
Cl -6.80 2.96 3.11 0.519
H -4.97 3.75 1.87 0.013
```

Values from the calculation:
spin multiplicity = 1
LUMO = 0.17 eV
gap between HOMO and LUMO = 0.3276 Eh
total charge = 0

Record 3
Below is C26H28F5O4OsP2Se2 as an isolated structure, with properties calculated with ωB97M-V with the def2-TZVPD basis set.

The geometry in XYZ format:
```
68
Properties=species:S:1:pos:R:3:lowdin_charge:R:1
Os -0.54 -0.27 -0.16 1.235
Se -1.29 -0.11 2.12 0.515
P -0.73 2.06 1.90 0.332
Se -0.64 2.41 -0.24 0.449
C 0.84 2.32 2.72 -0.403
C 0.86 2.44 4.11 -0.073
C 2.07 2.60 4.76 -0.056
C 3.25 2.64 4.03 -0.049
C 3.23 2.52 2.65 -0.048
C 2.03 2.36 1.98 -0.100
C -2.00 3.02 2.70 -0.415
C -2.23 4.32 2.25 -0.086
C -3.16 5.12 2.90 -0.051
C -3.86 4.62 3.99 -0.048
C -3.64 3.32 4.44 -0.053
C -2.71 2.52 3.79 -0.110
H -0.06 2.42 4.68 0.107
H 2.09 2.69 5.84 0.115
H 4.20 2.77 4.54 0.115
H 4.15 2.56 2.09 0.117
H 2.01 2.26 0.91 0.069
H -1.69 4.71 1.40 0.091
H -3.34 6.13 2.55 0.116
H -4.59 5.24 4.49 0.116
H -4.19 2.94 5.28 0.116
H -2.56 1.50 4.14 0.081
C 1.64 -4.83 -0.28 -0.019
C 2.53 -3.68 -0.69 -0.586
C 3.54 -3.33 0.39 -0.023
C 3.19 -3.93 -2.03 -0.021
O 1.58 -2.54 -0.85 -0.183
P 1.97 -1.03 -1.02 0.296
O 3.25 -0.73 -1.63 -0.199
O 1.48 -0.31 0.27 -0.445
O 0.61 -0.56 -1.91 -0.385
C 0.63 -0.11 -3.36 -0.555
C -0.81 0.19 -3.73 -0.017
C 1.50 1.12 -3.42 -0.015
C 1.19 -1.27 -4.16 -0.005
H 2.24 -5.73 -0.15 0.099
H 0.88 -5.02 -1.04 0.090
H 1.14 -4.61 0.66 0.092
H 4.20 -4.18 0.56 0.100
H 3.03 -3.10 1.33 0.096
H 4.16 -2.48 0.10 0.083
H 3.85 -4.79 -1.96 0.100
H 3.79 -3.07 -2.34 0.080
H 2.44 -4.13 -2.80 0.092
H -1.24 0.94 -3.07 0.072
H -1.42 -0.71 -3.72 0.085
H -0.82 0.59 -4.75 0.110
H 1.08 1.93 -2.81 0.067
H 1.54 1.47 -4.45 0.107
H 2.51 0.91 -3.09 0.080
H 0.59 -2.17 -4.01 0.096
H 2.22 -1.48 -3.88 0.084
H 1.16 -1.01 -5.22 0.107
F -1.22 -2.85 -1.82 0.086
C -2.36 -2.16 -1.62 -0.253
C -2.32 -0.97 -0.89 -0.249
C -3.54 -0.33 -0.71 -0.257
F -3.61 0.80 0.00 0.041
C -4.72 -0.81 -1.24 -0.136
F -5.87 -0.17 -1.04 0.147
C -4.71 -1.99 -1.97 -0.118
F -5.83 -2.47 -2.48 0.168
C -3.52 -2.67 -2.16 -0.141
F -3.50 -3.80 -2.86 0.147
```

Values from the calculation:
spin multiplicity = 5
LUMO (spin up / spin down) = -3.58 / -5.49 eV
ΔE to the lowest compared entry with this formula, charge and spin = 0.0 kJ/mol
gap between HOMO and LUMO (spin up / spin down) = 0.2908 / 0.2377 Eh
total charge = +1

Record 4
Below is one molecule with the formula C26H28N2O2S, with properties calculated with ωB97M-V with the def2-TZVPD basis set.

The geometry in XYZ format:
```
59
Properties=species:S:1:pos:R:3:lowdin_charge:R:1
C -1.30 -4.43 2.12 -0.038
C -1.54 -3.48 0.99 -0.205
C -2.73 -2.77 0.89 0.001
C -2.97 -1.89 -0.16 -0.322
C -4.23 -1.10 -0.21 -0.415
S -3.91 0.55 0.54 0.960
C -5.36 1.49 0.13 -0.543
C -6.53 0.93 -0.37 -0.104
C -7.61 1.75 -0.65 -0.089
C -7.53 3.12 -0.44 -0.098
C -6.37 3.67 0.07 -0.090
C -5.28 2.86 0.35 -0.128
C -1.99 -1.73 -1.13 -0.031
C -0.81 -2.43 -1.06 -0.007
C -0.57 -3.30 0.00 -0.221
N 0.64 -4.01 0.09 0.143
C 1.90 -3.61 -0.25 -0.433
O 2.80 -4.42 -0.30 0.083
C 2.11 -2.15 -0.47 -0.163
C 1.57 -1.20 0.39 -0.018
C 1.82 0.14 0.18 -0.024
C 2.61 0.57 -0.88 -0.208
C 2.94 2.03 -1.06 -0.148
N 4.13 2.48 -0.35 -0.159
C 5.36 1.85 -0.80 -0.172
C 6.54 2.57 -0.14 -0.197
O 6.45 2.52 1.27 -0.130
C 5.24 3.09 1.71 -0.197
C 4.03 2.38 1.09 -0.173
C 3.16 -0.39 -1.72 -0.031
C 2.92 -1.74 -1.51 -0.005
H -1.29 -5.46 1.77 0.086
H -2.08 -4.33 2.87 0.079
H -0.34 -4.22 2.60 0.084
H -3.48 -2.90 1.65 0.121
H -5.03 -1.58 0.36 0.081
H -4.55 -0.92 -1.24 0.087
H -6.62 -0.13 -0.53 0.091
H -8.51 1.31 -1.04 0.103
H -8.38 3.75 -0.67 0.099
H -6.30 4.73 0.24 0.103
H -4.37 3.28 0.74 0.098
H -2.17 -1.05 -1.95 0.119
H -0.06 -2.32 -1.83 0.122
H 0.57 -4.97 0.39 0.153
H 0.96 -1.50 1.23 0.124
H 1.39 0.88 0.85 0.115
H 2.10 2.64 -0.71 0.124
H 3.10 2.24 -2.12 0.124
H 5.43 1.95 -1.88 0.126
H 5.40 0.78 -0.53 0.129
H 7.48 2.09 -0.40 0.125
H 6.55 3.62 -0.47 0.126
H 5.23 2.99 2.79 0.125
H 5.21 4.15 1.43 0.126
H 3.11 2.88 1.42 0.126
H 4.01 1.33 1.44 0.128
H 3.78 -0.08 -2.55 0.113
H 3.36 -2.48 -2.16 0.122
```

Values from the calculation:
spin multiplicity = 1
LUMO = 0.57 eV
ΔE to the lowest compared entry with this formula, charge and spin = 158.0 kJ/mol
gap between HOMO and LUMO = 0.3219 Eh
total charge = 0

Record 5
Below is one molecule with the formula C26H28N2O4, with properties calculated with ωB97M-V with the def2-TZVPD basis set.

The geometry in XYZ format:
```
60
Properties=species:S:1:pos:R:3:lowdin_charge:R:1
C 2.44 7.27 -4.01 -0.116
C 2.52 6.13 -3.00 -0.271
C 3.87 5.43 -3.05 -0.216
C 3.98 4.28 -2.04 -0.166
C 3.01 3.18 -2.36 -0.253
C 1.83 3.03 -1.65 -0.031
C 0.92 2.03 -1.96 0.001
C 1.19 1.16 -3.01 -0.220
N 0.32 0.11 -3.38 0.127
C -0.89 -0.21 -2.86 -0.446
O -1.45 0.36 -1.95 0.108
C -1.50 -1.43 -3.57 -0.112
O -2.71 -1.85 -2.99 -0.021
C -2.70 -2.31 -1.71 -0.257
C -1.56 -2.54 -0.94 -0.007
C -1.68 -3.03 0.35 -0.017
C -2.93 -3.31 0.89 -0.140
C -3.12 -3.85 2.27 -0.414
O -4.03 -4.61 2.54 0.077
N -2.19 -3.41 3.16 0.150
C -2.04 -3.72 4.51 -0.144
C -2.85 -4.62 5.19 -0.006
C -2.64 -4.87 6.53 -0.090
C -1.62 -4.23 7.21 -0.096
C -0.79 -3.33 6.54 -0.031
C -1.00 -3.07 5.20 -0.207
O -0.24 -2.20 4.44 -0.100
C 0.80 -1.50 5.07 -0.084
C -4.07 -3.11 0.10 -0.004
C -3.96 -2.61 -1.17 0.017
C 2.38 1.30 -3.73 -0.024
C 3.27 2.30 -3.40 -0.037
H 3.21 8.02 -3.80 0.070
H 1.47 7.76 -3.96 0.067
H 2.58 6.90 -5.02 0.071
H 1.73 5.40 -3.21 0.106
H 2.35 6.52 -2.00 0.111
H 4.04 5.04 -4.06 0.111
H 4.66 6.16 -2.84 0.112
H 3.78 4.67 -1.04 0.113
H 5.00 3.89 -2.06 0.114
H 1.60 3.70 -0.83 0.117
H 0.01 1.93 -1.40 0.101
H 0.66 -0.44 -4.15 0.143
H -1.76 -1.15 -4.59 0.143
H -0.77 -2.25 -3.60 0.135
H -0.58 -2.33 -1.33 0.112
H -0.78 -3.21 0.92 0.117
H -1.52 -2.73 2.83 0.126
H -3.65 -5.11 4.65 0.101
H -3.28 -5.57 7.05 0.101
H -1.45 -4.43 8.25 0.100
H 0.00 -2.84 7.08 0.101
H 1.56 -2.18 5.47 0.097
H 1.24 -0.87 4.30 0.094
H 0.42 -0.87 5.88 0.098
H -5.03 -3.35 0.52 0.121
H -4.83 -2.44 -1.78 0.121
H 2.59 0.62 -4.54 0.109
H 4.19 2.39 -3.97 0.116
```

Values from the calculation:
spin multiplicity = 1
LUMO = 0.40 eV
ΔE to the lowest compared entry with this formula, charge and spin = 72.1 kJ/mol
gap between HOMO and LUMO = 0.3090 Eh
total charge = 0

Record 6
Below is C26H28N2S2ScSi as an isolated structure, with properties calculated with ωB97M-V with the def2-TZVPD basis set.

The geometry in XYZ format:
```
60
Properties=species:S:1:pos:R:3:lowdin_charge:R:1
C 0.53 2.40 2.70 -0.168
C 0.42 2.49 1.28 -0.169
C -0.95 2.23 0.93 -0.184
H 1.24 2.71 0.60 0.121
C -1.67 1.93 2.13 -0.168
C -0.76 2.05 3.23 -0.168
H -1.04 1.99 4.29 0.120
H 1.41 2.65 3.30 0.106
H -1.37 2.26 -0.08 0.100
H -2.73 1.70 2.18 0.116
Sc -0.03 0.23 1.86 0.943
C 1.86 -0.50 0.72 -0.243
H 2.43 0.27 0.17 -0.014
H 1.77 -1.40 0.09 -0.026
H 2.49 -0.79 1.59 -0.031
Si -0.13 -0.11 -1.77 0.713
C 1.40 -0.43 -2.74 -0.363
C 2.30 0.64 -2.85 -0.109
H 2.15 1.56 -2.27 0.099
C 3.41 0.55 -3.69 -0.074
H 4.10 1.39 -3.78 0.108
C 3.63 -0.63 -4.41 -0.077
H 4.47 -0.69 -5.11 0.107
C 2.78 -1.73 -4.24 -0.079
H 2.98 -2.66 -4.77 0.105
C 1.68 -1.65 -3.38 -0.099
H 1.04 -2.51 -3.21 0.104
C -1.37 0.55 -3.01 -0.287
C -1.00 0.72 -4.36 -0.083
H -0.14 0.18 -4.76 0.104
C -1.67 1.64 -5.18 -0.069
H -1.29 1.84 -6.19 0.112
C -2.81 2.30 -4.71 -0.074
H -3.29 3.06 -5.32 0.108
C -3.30 1.99 -3.43 -0.083
H -4.21 2.47 -3.07 0.106
C -2.60 1.11 -2.60 -0.123
H -3.01 0.89 -1.61 0.074
H 0.31 0.98 -0.89 -0.021
H -0.44 -1.31 -0.91 -0.001
C 2.07 0.83 5.17 -0.068
C 1.42 -0.47 4.85 -0.542
N 0.65 -0.75 3.80 0.007
C 0.19 -2.08 3.83 -0.295
C 0.62 -2.79 4.94 -0.307
S 1.63 -1.84 5.96 1.120
C -0.73 -2.53 2.82 -0.293
C -1.34 -3.76 2.70 -0.301
S -2.56 -3.79 1.48 1.127
C -2.25 -2.08 1.17 -0.569
N -1.23 -1.60 1.88 -0.018
C -3.11 -1.26 0.27 -0.068
H 2.72 0.66 6.05 0.084
H 2.69 1.17 4.34 0.094
H 1.32 1.57 5.44 0.094
H 0.33 -3.81 5.16 0.087
H -1.08 -4.62 3.31 0.087
H -2.49 -0.57 -0.32 0.021
H -3.61 -1.94 -0.43 0.097
H -3.85 -0.70 0.85 0.110
```

Values from the calculation:
spin multiplicity = 1
LUMO = -3.28 eV
ΔE to the lowest compared entry with this formula, charge and spin = 1.0 kJ/mol
gap between HOMO and LUMO = 0.2782 Eh
total charge = +1

Record 7
Below is C26H28N2S2SiY as an isolated structure, with properties calculated with ωB97M-V with the def2-TZVPD basis set.

The geometry in XYZ format:
```
60
Properties=species:S:1:pos:R:3:lowdin_charge:R:1
C 2.13 -1.78 2.55 -0.199
C 2.17 -2.46 1.29 -0.183
C 2.98 -1.68 0.40 -0.187
H 1.70 -3.41 1.06 0.111
C 3.43 -0.53 1.11 -0.190
C 2.90 -0.58 2.44 -0.190
H 3.07 0.15 3.23 0.116
H 1.64 -2.15 3.45 0.094
H 3.26 -1.98 -0.61 0.100
H 4.09 0.24 0.71 0.105
Y 0.93 -0.29 0.97 1.188
C -2.08 2.17 -1.15 -0.338
H -3.14 1.93 -1.46 0.014
H -1.72 2.25 -2.23 0.056
H -2.66 2.52 -0.15 0.073
Si -1.42 0.06 -0.74 0.690
C -3.00 -0.97 -1.07 -0.315
C -3.22 -2.20 -0.41 -0.101
H -2.54 -2.53 0.38 0.085
C -4.25 -3.06 -0.84 -0.078
H -4.36 -4.05 -0.37 0.105
C -5.13 -2.67 -1.85 -0.078
H -5.96 -3.32 -2.15 0.109
C -4.99 -1.40 -2.43 -0.076
H -5.69 -1.06 -3.19 0.108
C -3.90 -0.58 -2.08 -0.126
H -3.73 0.33 -2.66 0.097
C -0.24 -0.62 -2.02 -0.296
C -0.72 -1.39 -3.10 -0.064
H -1.79 -1.51 -3.25 0.103
C 0.18 -2.01 -3.96 -0.052
H -0.20 -2.57 -4.82 0.116
C 1.57 -1.91 -3.77 -0.042
H 2.27 -2.41 -4.42 0.111
C 2.03 -1.11 -2.72 -0.092
H 3.10 -1.00 -2.56 0.105
C 1.15 -0.42 -1.89 -0.199
H 1.55 0.36 -1.20 0.038
H -1.25 -0.15 0.73 -0.084
H -1.76 3.32 -0.95 0.074
C -0.70 -0.74 4.29 -0.071
C -0.18 0.63 4.03 -0.588
N 0.31 1.02 2.86 -0.039
C 0.75 2.37 2.88 -0.301
C 0.57 2.96 4.11 -0.306
S -0.15 1.88 5.27 1.108
C 1.39 2.91 1.69 -0.290
C 1.77 4.22 1.50 -0.312
S 2.57 4.45 -0.01 1.101
C 2.45 2.73 -0.31 -0.596
N 1.75 2.06 0.60 -0.005
C 3.16 2.15 -1.49 -0.079
H -1.48 -0.66 5.06 0.088
H -1.14 -1.19 3.39 0.079
H 0.10 -1.38 4.67 0.082
H 0.85 3.98 4.32 0.084
H 1.59 4.99 2.23 0.079
H 2.43 1.94 -2.28 0.094
H 3.86 2.91 -1.84 0.085
H 3.72 1.24 -1.21 0.081
```

Values from the calculation:
spin multiplicity = 1
LUMO (spin up / spin down) = -2.91 / -2.90 eV
ΔE to the lowest compared entry with this formula, charge and spin = 469.3 kJ/mol
gap between HOMO and LUMO (spin up / spin down) = 0.1684 / 0.1691 Eh
total charge = +1

Respective E_tot values: -6344.18200, -27702.96811, -7383.95792, -1665.75120, -1418.06560, -2963.48541, -2240.87160 Eh.